Version a
ORCA calculation (ωB97M-V/def2-TZVPD) on C4H5ClN2 in the gas phase.

Output
**Kohn-Sham gap**: 0.347 Eh
**E_HOMO**: -8.6 eV

Element x y z (Å)
C  1.45  -0.75  -0.94
C  0.36  0.03  -0.33
C  -0.41  1.23  -0.38
Cl  -0.31  2.82  -0.91
N  -1.61  0.53  0.11
N  -0.77  -0.70  0.20
C  -1.29  -0.11  1.39
H  1.92  -1.34  -0.19
H  1.04  -1.43  -1.84
H  2.25  -0.20  -1.19
H  -2.16  -0.49  1.96
H  -0.48  0.40  2.12

Here are the Löwdin charges for atoms 1 to 5, given in e:
1. C -0.046
2. C -0.273
3. C -0.703
4. Cl 0.693
5. N -0.011

=====

Version b
ORCA calculation (ωB97M-V/def2-TZVPD) on 2 unconnected molecules or ions with the total composition C4H5ClN2.

Output
**Kohn-Sham gap**: 0.361 Eh
**E_HOMO**: -9.3 eV

Element x y z (Å)
Cl  -3.86  0.80  0.71
C  -2.83  0.07  -0.30
N  -2.07  -0.02  -1.35
N  -2.23  -1.20  -0.38
H  -2.96  -1.77  -0.88
C  0.52  0.88  -1.45
C  0.97  0.72  -0.40
C  1.51  0.56  0.99
H  0.05  0.98  -2.44
H  2.13  -0.31  1.06
H  2.05  1.48  1.16
H  0.69  0.40  1.63

Here are the Löwdin charges for atoms 1 to 5, given in e:
1. Cl 0.806
2. C -0.946
3. N 0.099
4. N -0.001
5. H 0.079

=====

Version c
ORCA calculation (ωB97M-V/def2-TZVPD) on 2 unconnected molecules or ions with the total composition C4H5ClN2.

Output
**Kohn-Sham gap**: 0.290 Eh
**E_HOMO**: -7.4 eV

Element x y z (Å)
C  0.48  0.31  -0.45
C  -2.31  0.43  0.62
C  0.59  -1.98  -1.05
C  0.93  1.36  0.55
N  0.71  -0.83  -0.61
N  -1.98  1.18  1.40
Cl  -2.94  -0.59  -0.43
H  -0.09  -2.62  -0.57
H  1.37  -2.17  -1.66
H  0.06  1.89  0.96
H  1.65  0.90  1.20
H  1.51  2.13  0.03

Here are the Löwdin charges for atoms 1 to 5, given in e:
1. C -0.105
2. C -0.859
3. C -0.048
4. C -0.085
5. N -0.071

=====

Of them, version c has the highest stability.

=====

Version a
ORCA calculation (ωB97M-V/def2-TZVPD) on 2 unconnected molecules or ions with the total composition CH4NS.

Output
**Kohn-Sham gap**: 0.253 Eh
**Charge**: -1
**E_HOMO**: -2.6 eV

Element x y z (Å)
S  -1.77  2.11  -0.70
H  -0.87  2.74  0.07
C  0.38  -0.64  -0.09
N  0.60  -1.90  0.03
H  -0.50  -0.33  -0.65
H  0.77  0.06  0.65
H  1.38  -2.04  0.68

Here are the Löwdin charges for atoms 1 to 5, given in e:
1. S -0.328
2. H -0.493
3. C -0.174
4. N -0.031
5. H -0.033

=====

Version b
ORCA calculation (ωB97M-V/def2-TZVPD) on 2 unconnected molecules or ions with the total composition CH4NS.

Output
**Kohn-Sham gap**: 0.252 Eh
**Charge**: -1
**E_HOMO**: -2.6 eV

Element x y z (Å)
S  1.37  -0.66  -1.37
H  1.04  0.47  -2.02
C  -1.06  0.30  1.16
N  -1.78  1.15  1.80
H  -0.04  0.47  0.84
H  -1.52  -0.69  1.01
H  -2.22  0.70  2.60

Here are the Löwdin charges for atoms 1 to 5, given in e:
1. S -0.358
2. H -0.487
3. C -0.159
4. N -0.051
5. H -0.012

=====

Of them, version a has the highest stability.

=====

Version a
ORCA calculation (ωB97M-V/def2-TZVPD) on CH6N2 in the gas phase.

Output
**Kohn-Sham gap**: 0.374 Eh
**E_HOMO**: -9.1 eV

Element x y z (Å)
C  0.59  0.12  -0.91
N  0.19  -0.56  0.33
N  -0.39  0.33  1.29
H  0.91  1.09  -0.67
H  1.53  -0.37  -1.28
H  -0.10  0.19  -1.71
H  -0.71  -1.17  0.08
H  -0.68  -0.25  2.04
H  -1.33  0.63  0.83

Here are the Löwdin charges for atoms 1 to 5, given in e:
1. C -0.152
2. N -0.232
3. N -0.069
4. H 0.050
5. H 0.080

=====

Version b
ORCA calculation (ωB97M-V/def2-TZVPD) on 2 unconnected molecules or ions with the total composition CH6N2.

Output
**Kohn-Sham gap**: 0.360 Eh
**E_HOMO**: -9.3 eV

Element x y z (Å)
C  -1.96  -1.06  0.73
N  -1.25  -0.03  0.38
H  -2.73  -1.64  0.21
H  -1.52  -1.75  1.56
H  -0.28  -0.49  0.40
N  2.47  1.07  -0.88
H  1.90  0.34  -1.29
H  2.60  1.86  -1.45
H  3.25  0.74  -0.34

Here are the Löwdin charges for atoms 1 to 5, given in e:
1. C -0.161
2. N -0.030
3. H 0.054
4. H 0.071
5. H 0.064

=====

Of them, version a has the highest stability.

=====

Version a
ORCA calculation (ωB97M-V/def2-TZVPD) on 2 unconnected molecules or ions with the total composition C2H3NO4.

Output
**Kohn-Sham gap**: 0.384 Eh
**E_HOMO**: -10.6 eV

Element x y z (Å)
O  -0.70  2.37  0.21
C  0.09  1.61  -0.13
C  1.01  0.77  -0.53
N  1.29  -0.49  0.07
O  0.68  -0.80  1.07
O  2.13  -1.16  -0.47
H  1.60  1.00  -1.40
O  -2.00  -0.76  0.25
H  -2.72  -1.38  0.08
H  -1.38  -1.17  0.85

Here are the Löwdin charges for atoms 1 to 5, given in e:
1. O 0.270
2. C -0.113
3. C -0.008
4. N -0.419
5. O 0.052

=====

Version b
ORCA calculation (ωB97M-V/def2-TZVPD) on 2 unconnected molecules or ions with the total composition C2H3NO4.

Output
**Kohn-Sham gap**: 0.357 Eh
**E_HOMO**: -9.5 eV

Element x y z (Å)
O  2.47  -2.09  -2.37
C  1.86  -1.93  -1.37
N  1.07  -1.57  -0.55
O  0.78  -1.81  0.81
H  0.18  -1.03  1.09
O  -0.92  0.28  1.09
C  -1.13  1.44  0.81
O  -1.21  1.94  -0.47
H  -1.23  2.21  1.71
H  -1.87  2.57  -0.76

Here are the Löwdin charges for atoms 1 to 5, given in e:
1. O 0.125
2. C -0.321
3. N 0.061
4. O -0.039
5. H 0.073

=====

Of them, version b has the highest stability.